Here is a structure of composition C8H21NO4Rb from OMol25. Energies are from ωB97M-V/def2-TZVPD.

Results
* spin multiplicity: 1
* total charge: +1
* gap between HOMO and LUMO: 8.37 eV
* LUMO energy: -2.917 eV
* relative energy (zero: lowest compared OMol25 entry of this formula, charge and spin): 52.6 kcal per mole
* highest occupied orbital energy: -11.290 eV
* electronic energy: -696.91584 a.u.

Each line ends with the Mulliken charge.
Positions of all 35 atoms, in Å:
1 Rb -17.3045 1.4866 -3.7147  0.952
2 C -12.0096 -0.7450 -5.9534  -0.849
3 O -12.7088 0.1061 -5.0480  -0.200
4 C -11.9429 1.1129 -4.3046  -0.697
5 C -12.7084 1.6368 -3.0504  -0.311
6 N -12.1588 0.9518 -1.8105  -0.510
7 C -12.8107 -0.2853 -1.5768  -0.174
8 C -14.3698 -0.0835 -1.4629  -1.025
9 O -15.0926 -0.1848 -2.7307  -0.179
10 C -15.1465 -1.6036 -3.2832  -0.799
11 H -11.0565 -1.0636 -5.5312  0.346
12 H -11.7360 -0.1939 -6.8531  0.325
13 H -12.5583 -1.6626 -6.1660  0.243
14 H -11.6702 1.8645 -5.0454  0.462
15 H -10.9973 0.6496 -4.0232  0.315
16 H -13.7980 1.6067 -3.0534  0.168
17 H -12.4413 2.6908 -2.9752  0.351
18 H -11.1960 0.7117 -1.9990  0.279
19 H -12.4553 -0.7566 -0.6604  0.436
20 H -12.7641 -1.0133 -2.3867  0.148
21 H -14.6740 0.8593 -1.0083  0.342
22 H -14.7382 -0.7748 -0.7050  0.471
23 H -15.7987 -1.7578 -4.1429  0.288
24 H -15.3882 -2.2551 -2.4435  0.384
25 H -14.1588 -1.9573 -3.5788  0.184
26 C -19.9383 2.6269 -5.6593  -0.609
27 C -20.4407 1.1626 -5.5359  -0.263
28 O -20.1593 0.7069 -4.1760  -0.489
29 O -18.5936 2.4058 -6.2203  -0.485
30 H -20.0631 3.3283 -4.8343  0.324
31 H -20.5031 3.0990 -6.4631  0.318
32 H -20.2088 0.5442 -6.4029  0.328
33 H -21.5202 1.2366 -5.6672  0.356
34 H -20.5285 -0.1788 -4.2063  0.293
35 H -18.7077 2.2163 -7.1544  0.276